1.
{"formula": "C3H13NO4", "method": "ωB97M-V/def2-TZVPD", "homo_energy_ev": -9.49, "smiles": "NCCC=O.O.O.O", "species": ["N", "C", "C", "C", "O", "H", "H", "H", "H", "H", "H", "H", "O", "H", "H", "O", "H", "H", "O", "H", "H"], "xyz": [[-0.94956, 0.06636, -0.27212], [0.10607, 1.04588, -0.60686], [1.68456, 0.67754, -0.59961], [2.21220, -0.60047, -1.19698], [1.49372, -1.38758, -1.66906], [-1.37440, -0.31185, -1.12157], [-0.78740, -0.74512, 0.31949], [-0.09248, 1.49693, -1.65208], [0.18070, 1.82938, 0.12513], [1.92893, 0.67076, 0.47616], [2.27749, 1.48515, -1.14385], [3.33534, -0.84725, -1.40018], [0.00041, 0.36915, 3.53441], [-0.76519, -0.14244, 3.89483], [-0.03126, 0.12044, 2.63435], [-0.90565, -2.74939, -0.59897], [-0.06974, -2.40940, -0.96187], [-0.85654, -3.63188, -0.79263], [-2.56542, 2.65215, 0.56419], [-2.10263, 1.98374, 0.17279], [-3.19734, 2.22476, 1.13047]], "forces_ev_per_angstrom": [[-0.10, 0.62, -0.89], [1.51, -0.75, -1.88], [0.12, 0.39, 0.17], [2.52, 1.88, 0.02], [-2.81, -3.26, -1.43], [0.34, 0.15, 0.44], [0.56, 0.51, -0.08], [-0.07, -0.70, 1.82], [-0.77, 0.63, 0.20], [0.55, 0.20, -0.38], [-0.80, -0.61, 1.05], [-1.01, 1.13, 1.02], [-1.10, -0.50, 1.83], [0.97, 0.74, -0.16], [0.11, -0.23, -1.69], [0.38, 3.27, 0.53], [-0.24, 0.25, 0.00], [-0.11, -3.64, -0.62], [-1.66, 3.27, 1.35], [1.97, -3.13, -1.63], [-0.35, -0.23, 0.32]]}

---

2.
{"formula": "C5H7NOS", "method": "ωB97M-V/def2-TZVPD", "homo_energy_ev": -8.85, "smiles": "C=CC(=S)CNC=O", "species": ["C", "C", "C", "S", "C", "N", "C", "O", "H", "H", "H", "H", "H", "H", "H"], "xyz": [[1.74545, 1.93886, 0.16300], [0.83738, 1.02444, -0.18525], [1.10403, -0.41470, -0.26052], [2.56693, -1.10992, -0.07985], [-0.12760, -1.26975, -0.51424], [-1.13095, -1.09241, 0.50271], [-2.22481, -0.30196, 0.32987], [-2.45034, 0.36311, -0.67012], [2.73403, 1.64629, 0.42025], [1.47604, 2.99542, 0.21159], [-0.16532, 1.35555, -0.45738], [0.13376, -2.30705, -0.59551], [-0.59768, -0.93453, -1.46782], [-0.98955, -1.58254, 1.40514], [-2.91136, -0.31081, 1.19814]], "forces_ev_per_angstrom": [[-0.96, 0.20, -0.13], [-0.02, 0.55, -0.10], [0.22, -0.42, 0.09], [-0.30, 0.14, -0.07], [-0.22, 0.83, -0.87], [-0.18, -0.42, 1.27], [-0.12, 0.32, -0.34], [0.19, -0.51, 0.65], [0.72, -0.14, 0.21], [0.13, -0.33, -0.08], [0.12, -0.19, 0.09], [0.23, -0.45, -0.04], [0.35, -0.23, 0.51], [-0.32, 0.68, -1.05], [0.17, -0.04, -0.14]]}

---

The evaluated energy relative to the best compared isomer or geometry (same formula, charge and spin) for the records listed, in turn: 61.7, 28.1 kcal/mol.
The evaluated E_LUMO for the records listed, in turn: 0.526, -0.824 eV.
The evaluated E for the records listed, in turn: -13000.48850, -19670.38498 eV.